[1]
The following is a DFT calculation (the ωB97M-V functional and the def2-TZVPD basis) of a 3-piece molecular cluster, C20H47N4O2 overall at a distorted geometry.

Last column: Löwdin charge in e.
Element x y z (Å)
C -1.5984 3.4710 -0.3794  -0.05
C -0.6456 3.1500 0.7927  -0.23
O 0.1391 1.9950 0.5511  -0.15
C -0.5933 0.8067 0.7263  -0.24
C 0.2274 -0.3397 0.1405  -0.16
C 0.6911 -0.1036 -1.2881  -0.19
C -0.4688 0.0964 -2.3064  -0.14
C -0.2464 1.2707 -3.2742  -0.09
N -0.2227 0.7982 -4.7129  0.06
N 1.0508 0.9364 -5.3708  0.15
C 1.9518 0.2810 -4.8056  -0.22
O 2.8583 -0.0516 -4.1999  0.29
H -1.2794 4.3426 -0.9367  0.07
H -2.6233 3.5704 -0.0341  0.07
H -1.5787 2.6071 -1.0448  0.04
H 0.0679 3.9670 0.8636  0.12
H -1.1673 3.1071 1.7492  0.12
H -1.5769 0.8262 0.2465  0.10
H -0.7195 0.5891 1.7901  0.13
H 1.1231 -0.4404 0.7547  0.11
H -0.3235 -1.2720 0.2510  0.12
H 1.2251 -1.0020 -1.6034  0.11
H 1.4140 0.7050 -1.3564  0.10
H -0.6332 -0.8593 -2.8091  0.12
H -1.3765 0.2989 -1.7459  0.10
H -1.0888 1.9495 -3.1838  0.12
H 0.6362 1.8554 -3.0449  0.14
H -0.8675 1.3811 -5.2473  0.19
H -0.5838 -0.1538 -4.8095  0.18
C -4.3690 1.3243 1.8449  -0.10
C -5.6042 0.4388 1.8458  -0.27
N -5.3833 -0.8467 1.2094  -0.20
C -6.6130 -1.5861 0.9644  -0.25
C -7.4299 -2.0494 2.1750  -0.08
C -4.2713 -1.6246 1.7285  -0.25
C -4.2817 -1.9923 3.2175  -0.08
H -3.9908 1.4609 0.8284  0.06
H -4.6149 2.3075 2.2485  0.08
H -3.5696 0.9103 2.4620  0.06
H -6.3916 0.9612 1.2967  0.12
H -5.9636 0.3378 2.8807  0.11
H -6.3802 -2.4537 0.3410  0.11
H -7.2560 -0.9542 0.3436  0.11
H -6.9730 -2.9031 2.6730  0.06
H -8.4205 -2.3683 1.8456  0.07
H -7.5730 -1.2551 2.9078  0.07
H -3.3460 -1.0754 1.5225  0.08
H -4.1829 -2.5399 1.1372  0.11
H -4.5666 -1.1510 3.8503  0.07
H -3.2811 -2.3049 3.5244  0.07
H -4.9512 -2.8237 3.4279  0.06
C 4.7486 -1.3357 -2.1697  -0.11
C 5.7756 -1.4926 -1.0610  -0.27
N 6.2042 -0.2256 -0.5034  -0.20
C 7.3684 -0.3416 0.3623  -0.24
C 7.2241 -1.1426 1.6606  -0.08
C 5.1430 0.6429 -0.0253  -0.24
C 4.2022 0.1047 1.0621  -0.08
H 5.1253 -0.6833 -2.9582  0.07
H 4.5285 -2.3091 -2.6125  0.08
H 3.8069 -0.9268 -1.7968  0.04
H 6.6492 -1.9969 -1.4810  0.12
H 5.3658 -2.1700 -0.2955  0.10
H 7.7255 0.6629 0.6029  0.11
H 8.1708 -0.7940 -0.2282  0.11
H 6.6689 -0.5933 2.4197  0.06
H 8.2130 -1.3438 2.0762  0.07
H 6.7377 -2.1057 1.5028  0.07
H 4.5316 0.9373 -0.8849  0.09
H 5.5902 1.5770 0.3224  0.12
H 3.8801 -0.9194 0.8618  0.07
H 3.3034 0.7266 1.1089  0.06
H 4.6587 0.1343 2.0492  0.06

Properties
HOMO = -9.967 eV
lowest unoccupied orbital energy = -4.08 eV
multiplicity = 1
total charge = +1
largest force on an atom = 1.6 eV/A

=====

[2]
The following is a DFT calculation (the ωB97M-V functional and the def2-TZVPD basis) of a 13-piece molecular cluster, C20H48BrClNO18P overall at a distorted geometry.

Last column: Löwdin charge in e.
Element x y z (Å)
C 1.3321 -4.6074 0.5774  -0.11
C 2.1710 -3.2887 0.1964  -0.25
C 1.5864 -2.0997 1.0570  -0.19
C 1.6197 -0.6716 0.3505  -0.30
C 2.8638 -0.5942 -0.6188  -0.06
C 0.2649 -0.3272 -0.3830  -0.10
C -0.4921 -1.4763 -0.9179  0.07
C -1.7280 -1.2312 -1.6342  -0.01
C -2.1600 0.1812 -1.7763  0.00
C -1.4782 1.3485 -1.2441  -0.14
C -2.0352 2.7816 -1.4693  -0.17
C -3.5489 2.9850 -1.0425  -0.18
C -4.0580 2.0087 0.0862  -0.15
C -4.9783 2.8490 1.0885  -0.16
O -6.1220 2.1035 1.5731  -0.05
C -5.7703 0.8494 2.0179  -0.30
O -4.8227 0.6195 2.7261  0.07
C -0.2096 1.0786 -0.5134  -0.25
P 0.6724 2.5829 0.1639  0.69
O 2.3213 2.2958 0.3835  -0.37
Cl -0.1671 2.8938 2.1011  0.23
C -3.4571 0.0390 -2.6139  -0.33
O -4.3361 0.8055 -2.8907  0.14
N -3.5203 -1.3154 -3.1745  0.02
C -2.8304 -1.4262 -4.4966  -0.12
C -3.5507 -2.5967 -5.3035  -0.76
O -3.3077 -3.7380 -5.1155  0.05
Br -4.9100 -2.1319 -6.6593  0.67
C -2.7412 -2.1984 -2.3103  -0.36
O -2.8924 -3.3685 -2.1522  0.17
H 1.8684 -5.2606 1.3071  0.05
H 0.3279 -4.3293 1.0073  0.07
H 1.0954 -5.1453 -0.3853  0.07
H 2.0510 -3.1741 -0.9074  0.09
H 3.2619 -3.4520 0.4147  0.10
H 0.5548 -2.2721 1.4502  0.11
H 2.2526 -2.0054 1.9591  0.10
H 1.6824 0.0765 1.1928  0.11
H 3.0857 0.4387 -0.9866  0.07
H 3.7654 -1.1023 -0.1898  0.06
H 2.5953 -1.1894 -1.5406  0.08
H -0.1232 -2.5201 -0.8102  0.11
H -1.9325 2.9934 -2.5736  0.13
H -1.4384 3.5840 -0.9669  0.05
H -4.1686 2.9954 -1.9685  0.11
H -3.6152 4.0273 -0.6178  0.09
H -4.7115 1.2341 -0.4092  0.12
H -3.2532 1.5664 0.7189  0.11
H -4.3307 3.0694 1.9849  0.13
H -5.3068 3.8264 0.6663  0.13
H -6.4127 0.0060 1.6277  0.17
H 2.4617 2.2549 1.3515  0.05
H -1.7450 -1.6784 -4.3755  0.14
H -2.9087 -0.4261 -4.9957  0.14
O -2.2421 5.5989 -1.7599  -0.05
H -2.9266 6.2772 -1.7243  0.05
H -1.4237 6.0982 -1.8713  0.06
O -0.1120 6.3403 2.4760  -0.08
H -0.2396 5.3932 2.6121  -0.06
H 0.1278 6.6732 3.3479  0.03
O 5.7137 -0.3459 0.9424  -0.05
H 5.7851 0.0877 1.8047  0.02
H 6.5623 -0.7918 0.8351  0.05
O 7.3760 2.5063 0.2413  -0.05
H 7.4413 2.4694 -0.7193  0.04
H 6.8565 1.7249 0.4714  0.01
O -0.9634 -1.2662 -6.9957  -0.05
H -0.9158 -1.2988 -7.9580  0.05
H -1.4703 -2.0515 -6.7598  0.01
O 2.9976 3.8674 -2.1643  -0.07
H 2.6326 3.3744 -1.4177  -0.04
H 2.9983 3.2314 -2.8884  0.03
O 5.6403 -0.2641 4.2506  -0.05
H 4.7811 -0.6051 4.5246  0.04
H 5.9322 0.2661 5.0013  0.05
O 8.9226 2.7976 3.1034  -0.07
H 9.5994 2.2298 2.7199  0.03
H 8.6049 3.3181 2.3548  0.02
O 3.2065 -3.8828 2.9522  -0.05
H 3.9019 -4.2397 2.3871  0.06
H 2.8386 -4.6608 3.3901  0.06
O -5.3904 -1.9340 3.7307  -0.08
H -5.1622 -1.1294 3.2376  -0.03
H -5.9615 -2.4244 3.1263  0.00
O -5.9573 -3.9782 1.3381  -0.05
H -5.2605 -4.2997 0.7544  0.04
H -6.3045 -4.7774 1.7503  0.04
O 4.4281 -4.0368 5.6931  -0.07
H 5.0979 -4.6165 5.3147  0.03
H 4.1137 -3.5194 4.9396  0.00

Properties
HOMO = -9.155 eV
lowest unoccupied orbital energy = -1.13 eV
multiplicity = 1
largest force on an atom = 3.3 eV/A

=====

[3]
The following is a DFT calculation (the ωB97M-V functional and the def2-TZVPD basis) of a 6-piece molecular cluster, C20H48N10O2P2 overall at a distorted geometry.

Last column: Löwdin charge in e.
Element x y z (Å)
O -1.1915 -3.7647 2.6150  -0.29
P -0.3763 -3.1267 1.5421  0.63
N 1.2914 -3.2852 1.8620  -0.32
C 1.8882 -2.4348 2.8853  -0.11
C 1.9154 -4.5792 1.8447  -0.13
N -0.5747 -1.4363 1.1707  -0.28
C -1.8394 -0.7826 1.5439  -0.10
C 0.2879 -0.7175 0.1792  -0.10
N -0.5831 -3.8766 -0.0111  -0.30
C 0.2868 -3.6830 -1.1300  -0.14
C -1.9012 -4.3473 -0.4259  -0.12
H 1.5540 -1.4271 2.6387  0.07
H 2.9476 -2.3532 2.6421  0.06
H 1.7642 -2.7786 3.9122  0.09
H 1.7372 -5.0615 0.8836  0.07
H 1.6617 -5.1935 2.7086  0.09
H 2.9862 -4.4655 2.0135  0.08
H -1.7749 -0.4115 2.5668  0.08
H -2.0929 -0.0153 0.8124  0.06
H -2.7000 -1.4480 1.4760  0.06
H -0.1984 -0.7505 -0.7958  0.05
H 0.4145 0.3484 0.3691  0.06
H 1.2878 -1.1428 0.0922  0.06
H 1.3311 -3.7904 -0.8370  0.07
H 0.1239 -4.4572 -1.8798  0.09
H 0.1293 -2.7098 -1.5951  0.06
H -1.8958 -5.4145 -0.6477  0.08
H -2.2890 -3.8811 -1.3317  0.06
H -2.5530 -4.2000 0.4352  0.07
O 5.0394 3.4397 -0.1583  -0.31
P 4.3723 2.0961 -0.1854  0.62
N 4.2535 1.4247 -1.7239  -0.31
C 5.2597 1.8070 -2.7027  -0.11
C 3.6481 0.1044 -1.9506  -0.11
N 2.8251 2.0460 0.6018  -0.30
C 2.8145 2.3234 2.0156  -0.13
C 1.7199 2.8121 -0.1338  -0.09
N 5.3034 0.9099 0.7383  -0.28
C 4.8010 -0.3567 1.3370  -0.13
C 6.6182 1.3442 1.2983  -0.12
H 5.6592 2.8115 -2.5630  0.08
H 4.8836 1.8536 -3.7247  0.08
H 6.0441 1.0578 -2.5951  0.08
H 2.7532 0.0417 -1.3314  0.05
H 4.3148 -0.7313 -1.7380  0.08
H 3.2710 -0.0513 -2.9613  0.08
H 3.3716 3.2403 2.2082  0.09
H 1.7872 2.3737 2.3765  0.08
H 3.2340 1.4911 2.5806  0.06
H 1.5283 2.4010 -1.1250  0.06
H 0.8106 2.5863 0.4232  0.06
H 1.9545 3.8759 -0.1708  0.08
H 3.7865 -0.5274 0.9767  0.05
H 5.4574 -1.1798 1.0544  0.08
H 4.6846 -0.3012 2.4193  0.07
H 7.3539 0.5508 1.4296  0.07
H 6.5212 1.7852 2.2904  0.07
H 7.0730 2.0109 0.5657  0.07
C -1.9473 1.8688 -1.9871  -0.05
C -3.2322 2.0788 -1.3061  -0.25
N -4.1955 2.2320 -0.7388  0.17
H -1.2175 2.4378 -1.4111  0.07
H -1.9123 2.0300 -3.0646  0.09
H -1.6936 0.8180 -1.8474  0.03
C -7.1961 1.3310 0.1985  -0.09
C -7.0386 0.8976 -1.1500  -0.33
N -6.7935 0.5353 -2.2083  0.15
H -6.4897 2.0983 0.5153  0.06
H -6.8983 0.5056 0.8452  0.09
H -8.2083 1.7024 0.3583  0.09
C -4.7357 -1.6313 -0.8766  -0.06
C -3.6538 -1.3527 -1.8320  -0.28
N -2.8274 -1.2060 -2.5775  0.16
H -4.8590 -0.7163 -0.2972  0.05
H -4.7299 -2.5721 -0.3262  0.09
H -5.6793 -1.5271 -1.4123  0.05
C -6.5213 4.9641 -1.4147  -0.07
C -6.6913 5.4143 -0.0240  -0.29
N -6.8523 5.7146 1.0434  0.13
H -7.4419 5.0232 -1.9953  0.08
H -6.3022 3.8979 -1.3569  0.04
H -5.6640 5.4025 -1.9256  0.08

Properties
HOMO = -8.358 eV
lowest unoccupied orbital energy = 0.40 eV
multiplicity = 1
SMILES string = CN(C)P(=O)(N(C)C)N(C)C.CN(C)P(=O)(N(C)C)N(C)C.CC#N.CC#N.CC#N.CC#N
largest force on an atom = 4.3 eV/A
relative energy (zero: lowest compared OMol25 entry of this formula, charge and spin) = 36.5 kcal per mole

=====

[4]
The following is a DFT calculation (the ωB97M-V functional and the def2-TZVPD basis) of a 3-piece molecular cluster, C20H48N3O5 overall at a distorted geometry.

Last column: Löwdin charge in e.
Element x y z (Å)
C 2.4956 1.4860 -1.6542  -0.13
O 2.7688 2.8693 -1.5984  -0.18
C 1.6631 3.5745 -1.0679  -0.25
C 0.9025 4.3988 -2.1556  -0.17
C 0.3677 3.5541 -3.3526  -0.20
C -1.1712 3.2344 -3.2308  -0.21
C -1.3856 2.4599 -1.8932  -0.22
C -2.6948 1.6050 -1.9018  -0.25
C -3.4399 1.6370 -0.5189  -0.50
N -2.8053 0.7605 0.4521  -0.17
H 2.6686 0.9581 -0.6944  0.10
H 1.4786 1.2308 -1.9824  0.06
H 3.1905 1.0284 -2.3821  0.08
H 0.9865 2.9430 -0.4646  0.11
H 2.0659 4.3281 -0.3576  0.11
H 0.0756 4.9137 -1.6372  0.11
H 1.6337 5.1317 -2.5371  0.10
H 0.4560 4.2024 -4.2496  0.10
H 0.8898 2.6012 -3.5109  0.09
H -1.4427 2.6026 -4.0947  0.10
H -1.7767 4.1564 -3.2948  0.10
H -0.5435 1.7561 -1.8006  0.08
H -1.4639 3.1726 -1.0563  0.10
H -3.3903 1.9757 -2.6920  0.08
H -2.4511 0.5523 -2.1279  0.07
H -3.4471 2.7095 -0.1590  0.07
H -4.4897 1.3079 -0.6448  0.06
H -1.8233 1.0444 0.5250  -0.08
C -1.6075 -1.5353 7.1491  -0.12
O -1.9875 -0.1723 7.1430  -0.19
C -1.0253 0.6853 7.7466  -0.22
C -0.4133 1.6145 6.7095  -0.22
N 0.4497 0.8790 5.7920  -0.06
C 0.8915 1.6638 4.6385  -0.20
C -0.1766 2.1027 3.6324  -0.24
O -0.7610 1.0365 2.9201  -0.19
C -1.8799 0.4327 3.5535  -0.12
H -2.4426 -2.1162 6.7592  0.09
H -0.7375 -1.7054 6.5081  0.08
H -1.3907 -1.8762 8.1669  0.08
H -0.2524 0.1192 8.2755  0.12
H -1.5600 1.2898 8.4862  0.12
H 0.1766 2.3819 7.2203  0.12
H -1.2362 2.1071 6.1777  0.11
H -0.0487 0.0673 5.4510  0.07
H 1.6188 1.0504 4.1001  0.11
H 1.4301 2.5477 4.9984  0.11
H 0.3257 2.7200 2.8801  0.12
H -0.9447 2.7411 4.0840  0.11
H -2.4472 1.1466 4.1574  0.09
H -1.5533 -0.4136 4.1709  0.06
H -2.5366 0.0447 2.7708  0.05
C 3.2718 -5.6859 -3.3114  -0.12
O 2.4619 -5.2395 -4.3836  -0.20
C 1.1265 -5.7357 -4.3257  -0.22
C 0.1465 -4.5989 -4.0827  -0.22
N 0.2799 -4.0752 -2.7283  -0.05
C -0.4687 -2.8372 -2.4959  -0.19
C -0.0222 -1.5921 -3.2645  -0.21
O 1.2609 -1.1119 -2.8870  -0.19
C 2.3456 -1.6983 -3.5825  -0.10
H 4.2888 -5.3394 -3.4940  0.09
H 2.9294 -5.2715 -2.3585  0.08
H 3.2813 -6.7788 -3.2575  0.08
H 1.0181 -6.5197 -3.5706  0.12
H 0.9112 -6.1815 -5.3016  0.12
H -0.8732 -4.9672 -4.2270  0.12
H 0.3440 -3.8239 -4.8341  0.10
H 1.2573 -3.8965 -2.5403  0.07
H -0.3884 -2.6141 -1.4298  0.12
H -1.5278 -3.0196 -2.6986  0.12
H -0.7231 -0.7919 -3.0104  0.11
H -0.0874 -1.7188 -4.3513  0.11
H 2.0773 -1.9831 -4.6032  0.09
H 2.7327 -2.5648 -3.0397  0.07
H 3.1487 -0.9606 -3.6307  0.08

Properties
HOMO = -1.363 eV
lowest unoccupied orbital energy = 2.53 eV
multiplicity = 1
total charge = -1
largest force on an atom = 2.0 eV/A

=====

- Look up the multiplicity of the fourth one.
  1

=====

- Look up the lowest unoccupied orbital energy of the first one.
  -4.08 eV